<w>
The following is a quantum chemistry calculation of a cluster of 9 separate species, C18H36Br18 in total, from OMol25.

Values from the calculation:
LUMO   -0.005 eV
Orbital gap   9.860 eV
SMILES   BrCCBr.BrCCBr.BrCCBr.BrCCBr.BrCCBr.BrCCBr.BrCCBr.BrCCBr.BrCCBr

```
! RIJCOSX wB97M-V def2-TZVPD def2/J DEFGRID3
* xyz 0 1
Br 5.750 5.841 -3.472
C 5.288 7.728 -3.046
C 6.455 8.552 -3.655
Br 6.102 10.488 -3.618
H 5.233 7.807 -1.961
H 4.302 7.924 -3.467
H 6.636 8.270 -4.693
H 7.459 8.382 -3.266
Br 2.178 5.488 3.138
C 1.133 4.612 4.587
C 0.924 5.673 5.608
Br -0.157 4.893 7.097
H 1.942 3.943 4.879
H 0.270 4.229 4.043
H 0.441 6.582 5.248
H 1.887 5.922 6.054
Br 0.757 -0.909 -8.914
C 1.414 -1.444 -10.715
C 0.582 -2.483 -11.342
Br -1.397 -1.909 -11.333
H 2.421 -1.847 -10.604
H 1.397 -0.602 -11.407
H 0.540 -3.447 -10.834
H 0.839 -2.714 -12.376
Br -3.114 -6.256 -3.362
C -1.301 -6.006 -4.190
C -1.439 -6.394 -5.691
Br 0.319 -6.544 -6.604
H -0.690 -6.759 -3.693
H -1.030 -4.972 -3.973
H -2.080 -5.654 -6.170
H -1.937 -7.345 -5.880
Br 5.303 -1.946 9.642
C 4.562 -0.966 8.071
C 3.505 -1.823 7.361
Br 3.028 -0.820 5.622
H 5.377 -0.524 7.498
H 4.043 -0.103 8.491
H 2.537 -2.093 7.784
H 3.868 -2.788 7.006
Br 1.372 -6.857 3.128
C -0.527 -6.390 3.659
C -1.625 -7.421 3.294
Br -1.000 -9.217 3.854
H -0.657 -5.395 3.233
H -0.484 -6.236 4.737
H -1.566 -7.577 2.217
H -2.665 -7.292 3.595
Br -3.003 -1.478 6.718
C -3.144 0.387 6.209
C -3.839 0.527 4.815
Br -3.877 2.476 4.220
H -2.124 0.761 6.119
H -3.680 0.804 7.061
H -4.877 0.225 4.953
H -3.369 -0.077 4.039
Br -6.897 4.933 -1.624
C -6.646 2.914 -1.417
C -7.690 2.379 -0.476
Br -7.558 0.374 -0.119
H -5.597 2.772 -1.160
H -6.615 2.506 -2.427
H -8.725 2.630 -0.709
H -7.496 2.890 0.467
Br -0.400 -1.185 -0.635
C 1.397 -0.501 -1.148
C 1.203 0.694 -2.017
Br 0.120 2.034 -1.078
H 1.968 -1.240 -1.710
H 1.973 -0.227 -0.264
H 0.646 0.556 -2.944
H 2.038 1.246 -2.450
*
```

Atom charges from the Löwdin analysis, given in e for atoms 1 to 8: Br 0.576; C -0.629; C -0.719; Br 0.579; H 0.054; H 0.053; H 0.035; H 0.051

<x>
The following is a quantum chemistry calculation of a cluster of 9 separate species, C18H36Br18 in total, from OMol25.

Values from the calculation:
LUMO   0.046 eV
Orbital gap   10.221 eV
SMILES   BrCCBr.BrCCBr.BrCCBr.BrCCBr.BrCCBr.BrCCBr.BrCCBr.BrCCBr.BrCCBr

```
! RIJCOSX wB97M-V def2-TZVPD def2/J DEFGRID3
* xyz 0 1
Br -1.363 -5.754 3.692
C -1.778 -6.482 1.883
C -2.858 -7.509 1.999
Br -3.503 -8.228 0.244
H -0.796 -6.841 1.572
H -2.050 -5.689 1.186
H -3.723 -7.111 2.530
H -2.509 -8.369 2.570
Br 3.177 4.455 4.518
C 1.556 4.501 3.463
C 1.247 5.968 3.361
Br 0.231 6.484 1.844
H 0.784 3.981 4.030
H 1.886 3.868 2.640
H 2.274 6.320 3.263
H 0.848 6.347 4.302
Br -2.805 -1.037 -7.021
C -3.149 0.886 -6.934
C -2.169 1.450 -8.031
Br -2.422 3.397 -8.473
H -2.922 1.326 -5.963
H -4.148 1.137 -7.292
H -2.320 0.868 -8.940
H -1.164 1.251 -7.660
Br -7.910 1.578 5.193
C -7.079 2.972 3.898
C -7.181 4.448 4.388
Br -6.015 5.666 3.467
H -7.609 2.858 2.953
H -6.034 2.686 3.785
H -6.907 4.621 5.429
H -8.204 4.796 4.247
Br 5.967 -1.306 -4.740
C 4.646 -0.203 -5.641
C 4.227 -1.043 -6.814
Br 3.134 -0.097 -8.091
H 5.057 0.772 -5.903
H 3.808 -0.131 -4.949
H 3.605 -1.895 -6.539
H 5.138 -1.291 -7.359
Br 1.977 -4.512 -0.035
C 1.828 -4.513 -2.078
C 0.568 -5.176 -2.573
Br 0.514 -5.081 -4.493
H 2.598 -5.106 -2.570
H 1.785 -3.474 -2.405
H -0.351 -4.754 -2.164
H 0.506 -6.246 -2.378
Br -2.174 0.116 1.841
C -0.941 -0.232 0.285
C -1.154 0.901 -0.714
Br -0.295 0.414 -2.487
H -1.314 -1.205 -0.034
H 0.080 -0.415 0.622
H -0.653 1.833 -0.455
H -2.190 1.047 -1.020
Br 4.484 0.705 -0.553
C 5.652 2.308 -0.315
C 5.546 3.319 -1.493
Br 3.656 4.004 -1.560
H 6.634 1.870 -0.133
H 5.447 2.800 0.636
H 5.830 2.980 -2.489
H 6.191 4.181 -1.329
Br 1.341 -0.815 5.458
C 0.272 -1.062 7.105
C 0.942 -0.293 8.313
Br -0.083 -0.531 10.068
H 0.270 -2.142 7.254
H -0.748 -0.741 6.891
H 0.861 0.781 8.142
H 1.955 -0.613 8.557
*
```

Atom charges from the Löwdin analysis, given in e for atoms 1 to 8: Br 0.580; C -0.667; C -0.683; Br 0.559; H 0.045; H 0.056; H 0.050; H 0.053

Which one sits at the top of the stability order? <x> does.

<w>
The following is a quantum chemistry calculation of an isolated molecule of C2H5ClN2O, from OMol25.

Values from the calculation:
LUMO   0.858 eV
Orbital gap   10.725 eV
SMILES   OCN1N[C@H]1Cl

```
! RIJCOSX wB97M-V def2-TZVPD def2/J DEFGRID3
* xyz 0 1
O 1.067 0.051 -1.222
C -0.046 0.521 -0.479
N -0.783 -0.587 0.297
N -1.679 0.007 1.154
C -0.838 -0.852 1.673
Cl -1.300 -2.425 2.028
H 1.081 -0.982 -0.832
H 0.326 1.345 0.064
H -0.960 0.862 -0.932
H -2.551 -0.434 1.303
H -0.005 -0.537 2.406
*
```

Atom charges from the natural (NBO) analysis, given in e for atoms 1 to 8: O -0.698; C 0.098; N -0.317; N -0.467; C 0.029; Cl 0.005; H 0.480; H 0.155

<x>
The following is a quantum chemistry calculation of an isolated molecule of C2H5ClN2O, from OMol25.

Values from the calculation:
LUMO   0.810 eV
Orbital gap   9.960 eV
SMILES   CN(Cl)C(N)=O

```
! RIJCOSX wB97M-V def2-TZVPD def2/J DEFGRID3
* xyz 0 1
C -0.124 -1.564 -0.509
N 0.286 -0.166 -0.594
Cl -0.349 0.571 -2.025
C -0.122 0.645 0.694
N 0.468 1.833 0.746
O -0.869 0.130 1.455
H -0.165 -2.034 -1.615
H 0.413 -2.269 0.213
H -1.092 -1.637 -0.015
H 1.253 1.939 0.165
H 0.301 2.551 1.485
*
```

Atom charges from the natural (NBO) analysis, given in e for atoms 1 to 8: C -0.458; N -0.513; Cl 0.096; C 0.795; N -0.821; O -0.582; H 0.222; H 0.223

Which one sits at the top of the stability order? <x> does.

<w>
The following is a quantum chemistry calculation of a cluster of 2 separate species, C3H11N4 in total, from OMol25.

Values from the calculation:
LUMO   -3.012 eV
Orbital gap   8.110 eV

```
! RIJCOSX wB97M-V def2-TZVPD def2/J DEFGRID3
* xyz 1 1
N -0.957 2.089 2.545
C -0.637 1.641 1.353
N 0.562 1.546 0.877
H -0.278 2.337 3.248
H -1.922 2.129 2.828
H -1.473 1.368 0.716
H 0.706 1.096 -0.064
H 1.357 1.747 1.467
C -0.267 -1.762 -1.273
C 0.816 -1.005 -1.211
N 0.840 0.373 -1.640
N -0.338 -3.118 -0.941
H -1.160 -1.339 -1.715
H 1.761 -1.357 -0.819
H 0.101 0.545 -2.312
H 1.703 0.560 -2.138
H -1.228 -3.413 -0.568
H 0.415 -3.438 -0.351
*
```

Atom charges from the natural (NBO) analysis, given in e for atoms 1 to 8: N -0.720; C 0.395; N -0.711; H 0.422; H 0.433; H 0.222; H 0.462; H 0.411

<x>
The following is a quantum chemistry calculation of a cluster of 2 separate species, C3H11N4 in total, from OMol25.

Values from the calculation:
LUMO   -3.170 eV
Orbital gap   10.571 eV

```
! RIJCOSX wB97M-V def2-TZVPD def2/J DEFGRID3
* xyz 1 1
N -1.487 0.364 1.095
C -0.746 1.558 0.934
N -0.555 2.010 -0.430
N -0.202 2.195 1.909
H -1.736 0.273 2.087
H -2.373 0.411 0.534
H -1.457 2.232 -0.894
H 0.048 2.862 -0.378
H -0.373 1.813 2.864
C 1.152 -1.682 -1.406
C 1.236 -2.848 -0.778
N 0.654 -0.502 -0.724
H 1.598 -1.469 -2.399
H 1.754 -3.706 -1.248
H 0.923 -2.965 0.267
H 0.040 -0.792 0.133
H 1.401 0.089 -0.317
H 0.124 0.157 -1.248
*
```

Atom charges from the natural (NBO) analysis, given in e for atoms 1 to 8: N -0.883; C 0.531; N -0.910; N -0.684; H 0.407; H 0.396; H 0.402; H 0.425

Which one sits at the top of the stability order? <w> does.

<w>
The following is a quantum chemistry calculation of a structure of composition C11H12O2, from OMol25.

Values from the calculation:
LUMO   0.744 eV
Orbital gap   9.871 eV

```
! RIJCOSX wB97M-V def2-TZVPD def2/J DEFGRID3
* xyz 0 1
C 2.446 1.123 -2.181
C 2.440 0.729 -0.658
C 0.546 -0.101 1.301
C 0.815 1.340 0.987
C 1.714 1.872 0.194
C -0.859 -0.782 1.005
C -1.955 -0.138 1.470
C -3.248 -0.507 1.138
C -3.332 -1.404 0.007
C -2.210 -1.828 -0.834
C -1.015 -1.565 -0.184
H 3.396 0.454 -2.524
H 1.404 0.359 -2.755
H 2.411 2.294 -2.398
H 3.328 0.841 -0.086
H 0.941 -0.424 2.329
H 0.149 2.080 1.322
H 1.637 2.891 -0.177
H -2.015 0.382 2.525
H -4.035 0.111 1.664
H -4.327 -1.685 -0.241
H -2.262 -2.686 -1.554
H 0.012 -1.995 -0.731
O 2.074 -0.639 -0.531
O 1.945 -0.721 0.910
*
```

Atom charges from the natural (NBO) analysis, given in e for atoms 1 to 8: C -0.651; C 0.027; C 0.063; C -0.228; C -0.193; C -0.102; C -0.197; C -0.238

<x>
The following is a quantum chemistry calculation of an isolated molecule of C11H12O2, from OMol25.

Values from the calculation:
LUMO   0.151 eV
Orbital gap   9.844 eV
SMILES   CCC[C@@H]1OC(=O)c2ccccc21

```
! RIJCOSX wB97M-V def2-TZVPD def2/J DEFGRID3
* xyz 0 1
C -2.817 -0.020 -2.152
C -2.563 1.001 -0.935
C -1.331 0.670 0.039
C 0.038 0.599 -0.498
O 0.004 -0.478 -1.457
C 1.058 -1.271 -1.312
O 1.315 -2.232 -2.009
C 1.618 -0.907 -0.025
C 2.690 -1.492 0.830
C 2.831 -1.014 2.120
C 2.261 0.255 2.515
C 1.330 0.943 1.742
C 1.032 0.223 0.545
H -3.231 -1.042 -1.767
H -1.967 0.130 -2.846
H -3.819 0.410 -2.523
H -3.407 1.107 -0.260
H -2.431 1.947 -1.409
H -1.222 1.448 0.866
H -1.410 -0.336 0.756
H 0.273 1.508 -1.007
H 3.223 -2.366 0.475
H 3.522 -1.566 2.802
H 2.361 0.584 3.603
H 0.642 1.897 1.908
*
```

Atom charges from the natural (NBO) analysis, given in e for atoms 1 to 8: C -0.625; C -0.393; C -0.391; C 0.032; O -0.476; C 0.766; O -0.565; C -0.188

Which one sits at the top of the stability order? <x> does.

<w>
The following is a quantum chemistry calculation of a cluster of 2 separate species, C4H7IS in total, from OMol25.

Values from the calculation:
LUMO (spin up / spin down)   -0.194 / -0.194 eV
Orbital gap (spin up / spin down)   7.615 / 7.615 eV

```
! RIJCOSX wB97M-V def2-TZVPD def2/J DEFGRID3
* xyz 0 1
C 2.349 0.908 -0.205
C -1.649 -1.001 0.032
C -0.003 0.791 -0.464
C -0.488 -0.154 0.561
S 3.108 2.288 -0.204
I 3.062 -1.021 0.077
H -2.487 -0.368 -0.254
H -1.335 -1.575 -0.836
H -1.989 -1.692 0.800
H 0.039 0.444 -1.483
H -0.133 1.847 -0.326
H 0.316 -0.849 0.841
H -0.790 0.382 1.461
*
```

Atom charges from the natural (NBO) analysis, given in e for atoms 1 to 8: C -0.502; C -0.592; C -0.204; C -0.491; S 0.137; I 0.189; H 0.203; H 0.205

<x>
The following is a quantum chemistry calculation of a structure of composition C4H7IS, from OMol25.

Values from the calculation:
LUMO   0.494 eV
Orbital gap   9.075 eV

```
! RIJCOSX wB97M-V def2-TZVPD def2/J DEFGRID3
* xyz 0 1
C -0.568 0.307 -0.847
C -0.486 0.229 0.719
C -0.390 -1.210 -1.099
C 0.874 0.751 1.209
S -0.709 -1.576 0.646
I 1.577 -1.832 -1.589
H -1.561 0.683 -1.034
H 0.177 0.980 -1.268
H -1.322 0.679 1.335
H -1.166 -1.585 -1.782
H 1.103 0.237 2.120
H 0.919 1.812 1.250
H 1.553 0.525 0.340
*
```

Atom charges from the natural (NBO) analysis, given in e for atoms 1 to 8: C -0.443; C -0.306; C -0.482; C -0.627; S 0.215; I 0.106; H 0.227; H 0.216

Which one sits at the top of the stability order? <x> does.